Entry 1:
Formula: C4H5NO
Source: OMol25
Level of theory: the ωB97M-V functional and the def2-TZVPD basis

```
11
Properties=species:S:1:pos:R:3:forces:R:3
N 2.3904 0.9774 0.2704 -0.567 -0.845 -0.033
C 1.6876 0.0756 0.1021 1.217 0.242 -0.226
C 0.6791 -0.9628 -0.1868 -0.041 0.267 0.010
C -0.5023 -0.2340 0.4551 -0.731 -0.143 0.089
C -1.1581 0.8605 -0.2464 0.374 0.437 -0.098
O -1.8990 -0.2900 0.1013 0.580 -0.765 -0.006
H 0.9140 -1.9372 0.2657 -0.022 0.442 0.004
H 0.6662 -1.0877 -1.2758 -0.413 0.052 0.205
H -0.3465 -0.1829 1.5317 -0.169 0.282 -0.105
H -1.3410 1.7917 0.2800 -0.329 -0.096 0.010
H -0.9897 0.9507 -1.3195 0.102 0.126 0.149
```
Positions in Å, forces in eV/Å.

HOMO-LUMO gap (eV): 11.767
SMILES: N#CC[C@H]1CO1
Spin multiplicity: 1
Energy relative to the best compared isomer or geometry (same formula, charge and spin) (eV): 1.968

=====

Entry 2:
Formula: C4H5NO
Source: OMol25
Level of theory: the ωB97M-V functional and the def2-TZVPD basis

```
11
Properties=species:S:1:pos:R:3:forces:R:3
C 0.3665 0.0003 1.3734 0.016 0.057 0.051
C 0.0750 0.8793 0.1869 0.010 0.283 0.035
O 0.1187 2.0856 0.2210 -0.013 -0.477 -0.011
C -0.3045 0.2135 -1.1513 -0.021 0.049 -0.068
C -0.3332 -1.2484 -1.1436 -0.010 -1.040 0.049
N -0.3526 -2.4045 -1.1152 0.024 1.148 -0.025
H 0.5909 0.6258 2.2387 -0.034 -0.097 -0.138
H 1.2141 -0.6600 1.1553 -0.126 0.083 -0.002
H -0.4900 -0.6495 1.5861 0.109 0.083 -0.057
H 0.4046 0.5630 -1.9095 -0.088 -0.046 0.115
H -1.2894 0.5950 -1.4419 0.134 -0.044 0.051
```
Positions in Å, forces in eV/Å.

HOMO-LUMO gap (eV): 11.091
SMILES: CC(=O)CC#N
Spin multiplicity: 1
Energy relative to the best compared isomer or geometry (same formula, charge and spin) (eV): 0.375

=====

Entry 3:
Formula: C4H5NO
Source: OMol25
Level of theory: the ωB97M-V functional and the def2-TZVPD basis

```
11
Properties=species:S:1:pos:R:3:forces:R:3
C 0.8648 -1.1155 -0.5012 -0.487 -1.020 0.003
C -0.3350 -0.8188 0.0220 0.050 -1.595 -0.954
C -1.3001 -0.1916 -0.8425 -0.516 0.593 -0.711
N -1.9277 0.4675 -1.5592 0.374 -0.814 0.641
H 1.0530 -1.0846 -1.5741 -0.004 0.641 0.283
H 1.6494 -1.5724 0.0916 -0.165 0.065 0.131
H -0.6404 -1.1555 1.0090 0.120 0.479 -0.104
C 0.1445 1.2890 0.8932 2.035 2.388 -1.192
O 0.3915 1.0818 2.0592 0.279 -0.154 -1.560
H 0.8791 1.3498 -0.1433 -0.901 -0.260 3.131
H -0.7791 1.7503 0.5452 -0.785 -0.324 0.331
```
Positions in Å, forces in eV/Å.

HOMO-LUMO gap (eV): 9.183
SMILES: C=CC#N.C=O
Spin multiplicity: 1
Energy relative to the best compared isomer or geometry (same formula, charge and spin) (eV): 3.191

=====

Entry 4:
Formula: C4H5NO
Source: OMol25
Level of theory: the ωB97M-V functional and the def2-TZVPD basis

```
11
Properties=species:S:1:pos:R:3:forces:R:3
C -1.1482 1.2605 -0.3542 -0.225 0.053 0.002
C -0.9147 -1.8613 0.2234 -0.151 -0.684 1.297
O -0.9030 -2.1977 1.3096 -0.029 0.396 -1.285
C 1.8552 -0.6033 0.0891 -0.033 0.161 -0.034
C 1.0339 0.3857 -0.1848 -0.223 0.258 -0.069
N 0.3077 1.3246 -0.4687 0.446 -0.570 0.165
H -1.4906 0.6587 0.4954 0.141 0.143 -0.123
H -1.5565 0.8227 -1.2708 0.048 0.115 0.131
H -1.5384 2.2738 -0.2474 0.077 -0.125 -0.038
H 2.0880 -1.3367 -0.6753 -0.020 0.148 0.078
H 2.2667 -0.7270 1.0836 -0.030 0.104 -0.125
```
Positions in Å, forces in eV/Å.

HOMO-LUMO gap (eV): 9.887
Spin multiplicity: 1
Energy relative to the best compared isomer or geometry (same formula, charge and spin) (eV): 1.951

=====

Entry 5:
Formula: C4H5NO
Source: OMol25
Level of theory: the ωB97M-V functional and the def2-TZVPD basis

```
11
Properties=species:S:1:pos:R:3:forces:R:3
O -2.0568 -0.0944 -0.0227 -0.740 0.096 0.326
C -0.7091 -0.0695 0.0799 -1.731 2.281 -0.982
C 0.0732 1.1083 -0.0261 -1.336 2.286 1.650
C 1.3702 0.7326 -0.0506 0.296 0.985 0.256
N 1.3931 -0.5970 -0.0550 1.413 -2.804 0.567
C 0.0782 -1.1038 0.0342 3.553 -2.276 0.002
H -2.3144 0.8083 -0.2294 -0.295 -0.064 0.035
H -0.3070 2.0941 0.3610 0.508 -0.900 -1.130
H 2.2443 1.3517 0.0297 0.202 -0.105 -0.081
H 2.2376 -1.1656 0.1910 -1.404 0.930 -0.643
H -0.0321 -2.1600 -0.0095 -0.465 -0.428 -0.001
```
Positions in Å, forces in eV/Å.

HOMO-LUMO gap (eV): 9.334
SMILES: Oc1cc[nH]c1
Spin multiplicity: 1
Energy relative to the best compared isomer or geometry (same formula, charge and spin) (eV): 0.966

=====

Entry 6:
Formula: C4H5NO
Source: OMol25
Level of theory: the ωB97M-V functional and the def2-TZVPD basis

```
11
Properties=species:S:1:pos:R:3:forces:R:3
N 2.8780 0.2601 0.7320 -0.756 -0.504 0.151
C 1.7851 -0.1235 0.7694 0.794 0.972 -0.300
C 0.4087 -0.4699 0.7111 -0.633 1.954 -0.253
C -0.2416 -0.8652 -0.5726 -0.068 -0.603 -0.008
C -0.8311 0.4091 -0.1611 0.532 -0.442 0.955
O -0.7757 1.4518 -1.0662 0.519 -0.094 0.479
H -0.0525 -0.8515 1.6270 0.310 0.096 -0.411
H -0.6942 -1.8202 -0.4045 -0.848 -0.304 -0.821
H 0.3451 -0.7497 -1.4857 -0.017 -0.214 0.317
H -1.6418 0.5044 0.5491 -0.181 -0.442 -0.160
H -1.1800 2.2546 -0.6987 0.348 -0.419 0.051
```
Positions in Å, forces in eV/Å.

HOMO-LUMO gap (eV): 9.635
SMILES: N#C[C@@H]1C[C@@H]1O
Spin multiplicity: 1
Energy relative to the best compared isomer or geometry (same formula, charge and spin) (eV): 2.214

=====

Entry 7:
Formula: C4H5NO
Source: OMol25
Level of theory: the ωB97M-V functional and the def2-TZVPD basis

```
11
Properties=species:S:1:pos:R:3:forces:R:3
C 0.8715 -0.2026 -1.2184 1.052 -3.353 1.786
N 1.7166 0.5535 -0.6076 -1.267 1.368 0.006
O 0.9866 1.3894 0.4044 -0.838 -2.040 -1.755
C -0.3226 0.8251 0.4312 0.608 2.168 -1.563
C -0.4627 -0.3913 1.0223 -1.467 -5.017 3.190
C -0.4304 -0.5262 -0.4290 -0.192 2.616 -4.193
H 1.4328 -0.9720 -1.9023 -1.458 1.721 0.911
H -1.1885 1.3736 0.4193 -1.212 2.473 -0.284
H 0.4482 -0.6187 1.5733 -0.594 -0.980 0.483
H -1.5693 -0.7563 1.2325 2.778 0.881 0.845
H -1.4823 -0.6745 -0.9256 2.590 0.163 0.574
```
Positions in Å, forces in eV/Å.

HOMO-LUMO gap (eV): 10.685
SMILES: C1=NO[C@@H]2C[C@H]12
Spin multiplicity: 1
Energy relative to the best compared isomer or geometry (same formula, charge and spin) (eV): 4.915

=====

Entry 8:
Formula: C4H5NO
Source: OMol25
Level of theory: the ωB97M-V functional and the def2-TZVPD basis

```
11
Properties=species:S:1:pos:R:3:forces:R:3
N -1.2107 2.4284 -0.4853 0.982 -0.566 -0.167
C -0.3102 1.7070 -0.5676 -0.919 0.519 0.120
C 0.7201 0.6610 -0.5587 0.127 0.005 -0.109
C 0.3566 -0.2825 0.5825 -0.275 0.589 -0.013
C -0.6759 -1.2858 0.3584 -0.206 -0.124 -0.007
O 0.7050 -1.6415 0.5223 0.074 -0.028 -0.151
H 1.7060 1.1188 -0.4356 -0.099 -0.095 0.078
H 0.7143 0.1513 -1.5268 -0.027 -0.060 0.156
H 0.4352 0.2006 1.5562 0.003 -0.250 0.004
H -1.3589 -1.5718 1.1593 0.290 -0.004 -0.122
H -1.0567 -1.4163 -0.6560 0.051 0.014 0.210
```
Positions in Å, forces in eV/Å.

HOMO-LUMO gap (eV): 11.868
SMILES: N#CC[C@H]1CO1
Spin multiplicity: 1
Energy relative to the best compared isomer or geometry (same formula, charge and spin) (eV): 1.631

=====

Entry 9:
Formula: C4H5NO
Source: OMol25
Level of theory: the ωB97M-V functional and the def2-TZVPD basis

```
11
Properties=species:S:1:pos:R:3:forces:R:3
N 2.7954 0.6507 0.1996 -1.506 -0.844 0.049
C 1.7684 0.1262 0.0482 0.308 0.986 -0.544
C 0.5209 -0.5629 -0.3772 1.867 2.180 -0.778
C -0.4755 -0.8062 0.6640 -2.078 -3.440 1.130
C -0.8727 0.1423 -0.3503 0.221 2.963 0.644
O -0.8928 1.4725 0.2743 0.264 0.093 -2.319
H 0.8223 -1.0278 -1.3074 -0.791 -1.177 0.297
H -0.9976 -1.8081 0.6937 0.682 1.219 0.070
H -0.3095 -0.3518 1.6399 0.226 -0.251 -0.282
H -1.6995 -0.0236 -1.0849 1.243 -0.095 0.513
H -0.6594 2.1888 -0.3999 -0.435 -1.636 1.219
```
Positions in Å, forces in eV/Å.

HOMO-LUMO gap (eV): 11.004
SMILES: N#C[C@H]1C[C@H]1O
Spin multiplicity: 1
Energy relative to the best compared isomer or geometry (same formula, charge and spin) (eV): 2.112

=====

Entry 10:
Formula: C4H5NO
Source: OMol25
Level of theory: the ωB97M-V functional and the def2-TZVPD basis

```
11
Properties=species:S:1:pos:R:3:forces:R:3
N 3.1057 -0.5724 -0.0355 -1.011 0.435 0.165
C 2.0595 -0.1024 0.1135 0.891 -0.395 -0.125
C 0.7239 0.4771 0.2736 -0.003 0.067 0.027
C -0.3818 -0.5386 -0.0262 0.019 0.006 -0.001
C -1.7034 0.1395 -0.2984 -0.020 0.316 -0.009
O -1.8506 1.3374 -0.3292 0.039 -0.529 0.034
H 0.6246 0.8656 1.2921 0.019 -0.045 -0.148
H 0.6241 1.3368 -0.3961 0.052 -0.126 0.066
H -0.1328 -1.1493 -0.9043 -0.057 0.093 0.087
H -0.5137 -1.2492 0.7999 0.004 0.088 -0.124
H -2.5557 -0.5445 -0.4893 0.068 0.088 0.030
```
Positions in Å, forces in eV/Å.

HOMO-LUMO gap (eV): 11.252
SMILES: N#CCCC=O
Spin multiplicity: 1
Energy relative to the best compared isomer or geometry (same formula, charge and spin) (eV): 0.598

=====

- Among the records above, which one has the highest energy relative to the best compared isomer or geometry (same formula, charge and spin)?
  number 7

=====

- The lowest HOMO-LUMO gap belongs to which entry?
  number 3